[1]
{"formula": "C8H11N2S", "method": "ωB97M-V/def2-TZVPD", "e_above_lowest_ev": 2.040, "total_charge": 1, "gap_ev": 8.936, "total_energy_ha": -818.765026, "symbols": ["C", "C", "N", "C", "N", "C", "C", "S", "C", "C", "C", "H", "H", "H", "H", "H", "H", "H", "H", "H", "H", "H"], "positions_angstrom": [[-1.9349, -0.8729, -2.0644], [-0.9897, -0.1555, -1.5029], [0.0777, 0.4110, -2.2698], [0.9698, 0.8885, -1.5355], [0.7095, 0.7862, 0.0275], [1.8528, 0.1994, 0.6907], [2.2780, 0.7695, 1.8454], [1.2993, 2.1233, 2.3367], [0.5803, 2.1371, 0.6389], [-0.6715, 0.0333, -0.0600], [-0.5519, -1.2967, 0.8320], [-2.0730, -0.8242, -3.1799], [-2.9040, -1.0687, -1.6169], [1.7274, 1.6261, -1.6518], [2.4184, -0.6515, 0.2883], [2.9870, 0.4689, 2.4911], [1.3196, 2.7583, 0.1561], [-0.4676, 2.3828, 0.7705], [-1.3264, 0.7505, 0.3659], [0.1671, -1.9996, 0.2642], [-1.5602, -1.6605, 0.6054], [-0.4771, -1.0727, 1.9280]], "forces_ev_per_angstrom": [[-2.1175, 1.3486, -2.1473], [2.0352, -0.5750, -0.0786], [0.7267, 0.2404, 0.3767], [-1.4369, 0.6087, 1.2088], [-0.8855, -0.2393, -1.7346], [2.1957, -0.9167, 1.5353], [-3.9850, 1.0181, -3.1553], [-0.2440, -0.3213, -0.0537], [0.6061, -0.2250, 1.2431], [1.6739, -1.5013, 2.7180], [-0.8644, 0.9391, -2.3586], [0.7859, -0.3387, 1.1602], [0.4874, -0.6945, 0.6835], [0.9154, -0.0572, -0.9834], [-0.8360, 0.3613, -0.2475], [2.6040, -1.2898, 1.7135], [-0.6873, 0.7158, -0.7311], [0.2087, 0.7339, -0.7605], [-0.8910, 0.2603, 0.6335], [-0.8937, 1.0377, 1.6041], [0.1469, -0.6441, 0.5781], [0.4554, -0.4611, -1.2042]]}



[2]
{"formula": "C8H11N3O4", "method": "ωB97M-V/def2-TZVPD", "e_above_lowest_ev": 9.628, "gap_ev": 6.926, "total_energy_ha": -776.372081, "symbols": ["C", "C", "C", "C", "C", "C", "C", "C", "N", "N", "N", "O", "O", "O", "O", "H", "H", "H", "H", "H", "H", "H", "H", "H", "H", "H"], "positions_angstrom": [[-1.1894, 1.0885, 1.7975], [-2.0463, 0.6563, 0.8452], [0.1386, 1.5126, 1.4290], [-0.4204, 1.1255, -1.0375], [-1.6315, -1.1345, -0.8531], [-1.7516, 0.3694, -0.6507], [0.7688, -2.0815, -0.7333], [0.5310, 1.4605, 0.1134], [-0.5062, -1.7816, -0.1956], [1.8869, -1.9319, -0.0998], [1.8275, 1.9295, -0.2061], [3.0080, -2.2282, -0.4977], [1.7572, -1.3150, 1.2084], [2.6660, 1.7202, 0.6371], [2.0668, 2.3066, -1.3375], [-1.4627, 1.0577, 2.8644], [-2.9002, 0.2301, 1.2611], [1.0097, 2.0008, 1.9689], [2.6117, -0.7588, 1.4354], [0.1376, 0.3270, -1.6652], [-0.6537, 1.9253, -1.6080], [-2.5682, -1.6988, -0.5759], [-1.2747, -1.4026, -1.9092], [-2.5719, 0.6585, -1.2645], [0.9337, -2.3921, -1.7176], [-0.3665, -1.6435, 0.7913]], "forces_ev_per_angstrom": [[-0.2271, -0.1552, -0.2146], [1.4185, -0.3633, -0.1386], [2.8900, 1.1514, -2.5034], [1.4790, -4.9018, 1.0157], [1.4645, -1.9223, -1.3422], [1.6864, 0.8056, 2.3664], [-1.4621, 1.3028, 1.1610], [-3.7375, 0.2176, 1.2638], [1.7253, -0.6360, 1.2587], [-0.6021, 1.3078, 0.8303], [0.4700, -1.3308, -1.1123], [1.1946, -0.2711, -0.0363], [1.4456, 0.7244, 0.5261], [1.3959, 0.5427, 0.9391], [-0.2991, 0.5003, -0.0436], [0.0021, 0.1269, -0.7217], [-1.8660, -0.5058, 0.2484], [-1.7746, -1.0232, 0.5184], [-2.0311, -1.7629, -1.4286], [-0.6051, 1.6739, 0.4569], [-0.3564, 2.7149, -1.8658], [0.8088, 0.7217, -0.4518], [-1.6111, 0.8590, 0.7148], [-0.6419, 0.6650, -0.4550], [-0.2399, -0.6910, -1.2994], [-0.5267, 0.2494, 0.3134]]}



[3]
{"formula": "C8H11N4O", "method": "ωB97M-V/def2-TZVPD", "e_above_lowest_ev": 1.727, "total_charge": 1, "gap_ev": [7.114, 7.986], "total_energy_ha": -605.380036, "symbols": ["C", "C", "C", "C", "C", "C", "C", "C", "N", "N", "N", "N", "O", "H", "H", "H", "H", "H", "H", "H", "H", "H", "H", "H"], "positions_angstrom": [[3.7995, 0.2185, -0.2910], [2.8528, 0.9315, -1.0201], [3.3921, -0.6691, 0.6958], [1.5095, 0.7372, -0.7976], [2.0522, -0.8444, 0.9623], [1.0797, -0.1698, 0.1942], [-1.7480, 1.9258, 1.2488], [-2.3914, -0.6943, -0.2873], [-3.3047, -0.5695, -1.2622], [-2.6691, -1.2940, 0.8679], [-0.2076, -0.4851, 0.4626], [-1.1176, -0.3256, -0.5033], [-2.5135, 1.6516, 0.3986], [4.8494, 0.3653, -0.4932], [3.1757, 1.6422, -1.7658], [4.1228, -1.2338, 1.2565], [0.7911, 1.3256, -1.3534], [1.7147, -1.5395, 1.7135], [-1.6627, 2.7849, 1.9051], [-4.2708, -0.7657, -1.0555], [-3.1321, 0.0418, -2.0428], [-3.5689, -1.6896, 1.0735], [-1.8861, -1.4459, 1.4906], [-0.8671, 0.1020, -1.3972]], "forces_ev_per_angstrom": [[-0.0106, 0.0419, -0.0393], [0.0959, 0.0088, -0.0515], [0.0195, -0.0346, 0.1025], [-0.2710, -0.1089, 0.0846], [-0.2223, 0.1076, -0.1350], [0.8258, 0.2374, -0.3751], [0.1498, -1.1348, -0.6085], [-0.1012, -0.8172, 0.1533], [0.2381, -0.0263, 0.3161], [0.2430, 0.2840, -0.3868], [-0.8395, -0.6479, 0.7121], [0.2524, 0.2576, -1.0043], [-0.0303, 1.0855, 0.6353], [0.0744, -0.0037, 0.0091], [0.0059, 0.0479, -0.0554], [0.0411, 0.0246, 0.0335], [-0.0346, 0.0612, -0.0698], [-0.0264, -0.0710, 0.1231], [-0.2491, 0.7679, 0.3099], [0.0546, 0.0159, -0.0290], [0.0149, 0.0098, 0.0236], [-0.0351, 0.0504, -0.0476], [-0.0691, 0.0098, 0.0088], [-0.1261, -0.1657, 0.2902]]}